Below is one molecule with the formula C19H21N3O4, with properties calculated with ωB97M-V/def2-TZVPD.

Its LUMO energy is -1.049 eV. As for the SMILES: O=[N+]([O-])c1ccc([C@H]([C@@H](c2ccccc2)N2CCCCC2)[N+](=O)[O-])cc1. Its frontier orbital gap is 7.8 eV. For the calculated total energy, the calculation gives -1201.56914 hartree.

CARTESIAN COORDINATES (ANGSTROEM)
C  -3.507101  -1.486149  -1.748583
C  -3.313122  -0.137022  -2.511762
C  -2.244986  0.787778  -1.841669
N  -0.996679  0.073108  -1.549983
C  0.095766  0.832201  -1.237611
C  1.399468  0.140148  -1.577168
C  1.465165  -1.164956  -2.137109
C  2.694466  -1.816858  -2.261916
C  3.931248  -1.184333  -1.935999
C  3.833492  0.215745  -1.658557
C  2.643556  0.871334  -1.581884
C  -1.176511  -1.148328  -0.788524
C  -2.138856  -2.109955  -1.453408
H  -4.052830  -1.282301  -0.830692
H  -4.103130  -2.139312  -2.395504
H  -3.010056  -0.345299  -3.548786
H  -4.257941  0.431775  -2.556859
H  -2.088796  1.703028  -2.484848
H  -2.677484  1.094982  -0.866246
H  0.059506  1.854354  -1.652397
H  0.572047  -1.695419  -2.493065
H  2.733326  -2.855022  -2.593910
H  4.875924  -1.717211  -1.995770
H  4.769696  0.749640  -1.479003
H  2.613928  1.965642  -1.499997
H  -0.229679  -1.609901  -0.622733
H  -1.609541  -0.804546  0.194226
H  -2.260929  -2.950808  -0.789792
H  -1.721981  -2.482670  -2.384847
C  0.111838  1.669743  0.356380
N  1.153882  2.840978  0.185461
O  0.849971  3.670727  -0.746781
O  2.114385  2.971754  0.957215
C  0.196893  1.123205  1.784601
C  1.434702  0.931387  2.461164
C  1.509915  0.333588  3.731870
C  0.351496  -0.008011  4.464171
N  0.461884  -0.943008  5.531099
O  -0.565350  -1.348644  6.104921
O  1.612131  -1.345854  5.834505
C  -0.890607  0.379388  3.891632
C  -0.942093  0.984552  2.609970
H  -0.821395  2.204005  0.209844
H  2.365376  1.293238  2.071512
H  2.466059  0.010010  4.120770
H  -1.782492  0.088134  4.415199
H  -1.924560  1.355171  2.300861

Cartesian forces (eV/Å) of the 2 atoms listed first:
C 0.5 1.1 -0.8
C 0.4 0.1 0.3

natural (NBO) population analysis, charges in e, atoms 1 to 4: -0.396 -0.400 -0.211 -0.454


Below is one molecule with the formula C19H21N3O4S2, with properties calculated with ωB97M-V/def2-TZVPD.

Its LUMO energy is 0.286 eV. As for the SMILES: CN(C)c1cccc2c(S(=O)(=O)NCc3ccc(S(N)(=O)=O)cc3)cccc12. Its frontier orbital gap is 7.9 eV. For the calculated total energy, the calculation gives -1998.20516 hartree.

CARTESIAN COORDINATES (ANGSTROEM)
C  0.371139  -1.303110  -3.514337
N  0.403748  -2.495990  -2.691196
C  0.752506  -2.408550  -1.351968
C  1.792323  -3.151907  -0.822387
C  2.110656  -3.095861  0.534821
C  1.404613  -2.300683  1.396041
C  0.307644  -1.557668  0.921317
C  -0.507676  -0.795120  1.786511
C  -1.668060  -0.221998  1.350645
C  -2.040964  -0.327428  0.005895
C  -1.239382  -0.998583  -0.878434
C  -0.049542  -1.623218  -0.460305
H  -1.553408  -1.092269  -1.903856
H  -2.962884  0.120455  -0.329645
H  -2.311566  0.305158  2.038046
S  -0.095886  -0.681755  3.542341
O  1.313447  -0.499244  3.742411
O  -0.747223  -1.773880  4.201752
N  -0.796588  0.710970  4.154487
H  -1.797743  0.736873  4.050889
C  -0.105265  1.962255  3.904100
C  -0.120845  2.292521  2.435658
C  0.884934  1.792819  1.613555
C  0.781420  1.913497  0.238816
C  -0.328375  2.531904  -0.298126
C  -1.317661  3.070572  0.498300
C  -1.209169  2.952447  1.872463
H  -1.981295  3.354277  2.512848
H  -2.165238  3.545423  0.031493
S  -0.528780  2.596107  -2.059076
O  -1.900128  2.356907  -2.398997
O  0.487270  1.792276  -2.680523
N  -0.212710  4.217362  -2.380071
H  -0.930529  4.634449  -2.950169
H  0.700173  4.348811  -2.784043
H  1.527626  1.509405  -0.426104
H  1.724185  1.280203  2.057897
H  -0.578334  2.744115  4.502354
H  0.916857  1.802457  4.250091
H  1.658963  -2.251692  2.439845
H  2.939406  -3.683482  0.901155
H  2.394081  -3.774314  -1.465416
C  0.823944  -3.658871  -3.435575
H  1.869734  -3.606965  -3.768418
H  0.192595  -3.736043  -4.322011
H  0.683274  -4.553846  -2.832376
H  -0.500467  -1.326524  -4.172922
H  0.340312  -0.398442  -2.914826
H  1.268871  -1.253821  -4.142946

Cartesian forces (eV/Å) of the 2 atoms listed first:
C 0.0 0.1 0.0
N -0.2 -0.2 -0.2

natural (NBO) population analysis, charges in e, atoms 1 to 4: -0.419 -0.440 0.213 -0.278


Below is one molecule with the formula C19H21N5O5, with properties calculated with ωB97M-V/def2-TZVPD.

Its LUMO energy is 0.473 eV. As for the SMILES: COc1ccc(NC(=O)C(=O)N/N=C(\C)CC(=O)Nc2ccccn2)c(OC)c1. Its frontier orbital gap is 8.5 eV. For the calculated total energy, the calculation gives -1386.61414 hartree.

CARTESIAN COORDINATES (ANGSTROEM)
C  7.796181  2.121524  -0.146563
H  7.633208  2.449293  0.884934
O  7.311259  0.816869  -0.356048
C  5.983350  0.581707  -0.170022
C  5.045931  1.532726  0.205627
C  3.719335  1.164910  0.365026
C  3.312016  -0.140591  0.155326
C  4.261625  -1.110493  -0.229644
C  5.581734  -0.740046  -0.387318
H  6.341421  -1.445690  -0.678801
O  3.775498  -2.371366  -0.417827
C  4.672760  -3.387004  -0.798392
H  4.071430  -4.290515  -0.884610
H  5.139463  -3.166796  -1.763139
H  5.449661  -3.537558  -0.042986
N  1.991214  -0.563871  0.308280
C  0.903387  0.132272  0.659452
O  0.817523  1.323327  0.921802
C  -0.331568  -0.773835  0.699226
O  -0.258496  -1.973576  0.481265
N  -1.414557  -0.054784  1.032832
N  -2.710865  -0.401269  1.272624
C  -3.369450  -1.216096  0.551702
C  -4.793784  -1.434840  0.969586
H  -4.950412  -2.488550  1.212466
C  -5.756649  -1.107803  -0.167101
O  -6.621640  -1.874404  -0.522128
N  -5.574522  0.077696  -0.817587
C  -4.645372  1.100688  -0.597426
N  -3.979423  1.487143  -1.677289
C  -3.081921  2.450236  -1.556472
C  -2.804474  3.083712  -0.357163
C  -3.535481  2.708219  0.761689
C  -4.479967  1.705420  0.647816
H  -5.077447  1.403773  1.490921
H  -3.375071  3.195795  1.711675
H  -2.050303  3.851563  -0.300707
H  -2.565180  2.715847  -2.468995
H  -6.036206  0.124001  -1.719294
H  -5.018347  -0.839267  1.853715
C  -2.912461  -1.911157  -0.686430
H  -2.043459  -2.535918  -0.472937
H  -3.706755  -2.518890  -1.110080
H  -2.594751  -1.167583  -1.420406
H  -1.200423  0.900083  1.322470
H  1.828622  -1.555779  0.141564
H  2.986646  1.898356  0.657821
H  5.325232  2.558584  0.378886
H  7.333292  2.837152  -0.833281
H  8.865799  2.073014  -0.344310

Cartesian forces (eV/Å) of the 2 atoms listed first:
C 0.1 0.2 0.0
H 0.0 0.0 0.0

natural (NBO) population analysis, charges in e, atoms 1 to 4: -0.252 0.177 -0.492 0.316


Below is one molecule with the formula C19H21NO4, with properties calculated with ωB97M-V/def2-TZVPD.

Its LUMO energy is 0.543 eV. As for the SMILES: COc1ccc(NC(=O)[C@H](CC(=O)O)Cc2ccc(C)cc2)cc1. Its frontier orbital gap is 8.5 eV. For the calculated total energy, the calculation gives -1092.37261 hartree.

CARTESIAN COORDINATES (ANGSTROEM)
C  -7.613199  -1.010524  -0.795676
H  -8.658912  -1.021432  -0.492332
O  -6.902007  -0.506529  0.307277
C  -5.548018  -0.381726  0.207212
C  -4.894893  0.124106  1.332133
C  -3.528109  0.293018  1.346486
C  -2.773465  -0.041577  0.223967
C  -3.422598  -0.545454  -0.896878
C  -4.795461  -0.716532  -0.912465
H  -5.260583  -1.110001  -1.802441
H  -2.850672  -0.808798  -1.776330
N  -1.381190  0.097989  0.168330
C  -0.541947  0.648786  1.081524
O  -0.878702  1.076908  2.163616
C  0.925940  0.659874  0.643309
H  1.470976  1.182809  1.435548
C  1.138760  1.432434  -0.670315
H  0.663002  0.926204  -1.511122
C  0.547692  2.813989  -0.526392
O  1.121280  3.779699  -0.108089
O  -0.736852  2.838916  -0.908796
H  -1.124687  3.713700  -0.749161
H  2.209744  1.519206  -0.857158
C  1.467735  -0.778157  0.543021
C  2.956133  -0.778080  0.334183
C  3.507784  -1.022714  -0.914828
C  4.878764  -0.987635  -1.102602
C  5.733509  -0.703442  -0.047818
C  5.178582  -0.459006  1.204099
C  3.811525  -0.495380  1.392878
H  3.398944  -0.305397  2.373219
H  5.829304  -0.238440  2.038094
C  7.219360  -0.666422  -0.235607
H  7.624520  0.279507  0.120573
H  7.484012  -0.787733  -1.282941
H  7.691444  -1.465600  0.335395
H  5.286936  -1.182965  -2.084165
H  2.862184  -1.248496  -1.752405
H  1.227054  -1.297049  1.473911
H  0.979290  -1.307883  -0.278078
H  -0.977994  -0.187817  -0.712215
H  -3.036783  0.685923  2.220106
H  -5.488555  0.380198  2.194924
H  -7.299923  -2.029577  -1.046068
H  -7.499902  -0.368896  -1.675908

Cartesian forces (eV/Å) of the 2 atoms listed first:
C -0.1 -0.1 -0.2
H 0.1 0.0 -0.1

natural (NBO) population analysis, charges in e, atoms 1 to 4: -0.251 0.201 -0.492 0.284


Below is C19H22AsCl2N3RuSSe as an isolated structure, with properties calculated with ωB97M-V/def2-TZVPD.

Its LUMO energy (spin up / spin down) is -9.516 / -9.450 eV. As for the charge: +2. Its frontier orbital gap (spin up / spin down) is 5.3 / 5.4 eV. For the calculated total energy, the calculation gives -6951.52094 hartree.

CARTESIAN COORDINATES (ANGSTROEM)
Ru  0.348737  -0.580217  0.126261
Cl  -0.052143  -0.583881  2.486205
C  -0.720430  -2.146863  2.895741
C  -0.982876  -2.444401  4.211404
C  -1.541675  -3.679816  4.491103
C  -1.820115  -4.579932  3.470389
C  -1.535373  -4.251001  2.157998
Cl  -1.869477  -5.367864  0.896258
C  -0.969966  -3.011638  1.850592
S  -0.595636  -2.609929  0.184891
H  -0.754888  -1.742165  5.003088
H  -1.768039  -3.941480  5.516345
H  -2.262737  -5.543578  3.687383
Se  3.827888  -3.059915  1.394201
C  2.902107  -1.701198  0.834363
N  2.290786  -0.722468  0.481891
N  0.633506  -1.724902  -7.199007
C  0.600263  -1.491392  -6.073400
C  0.572835  -1.215478  -4.659284
C  -0.176862  -0.163295  -4.151215
C  -0.177926  0.056164  -2.794686
N  0.521548  -0.701713  -1.932300
C  1.259949  -1.716275  -2.435474
C  1.307129  -2.003882  -3.778583
H  -0.753807  0.473231  -4.807442
H  -0.758169  0.859168  -2.371460
H  1.822458  -2.309251  -1.733873
H  1.895646  -2.834829  -4.141321
C  -2.799485  1.225596  -0.103283
C  -1.895976  2.252523  0.585903
As  -0.010092  1.856616  0.343774
C  0.572000  3.024404  -1.088807
C  2.008147  2.725482  -1.526241
C  0.834266  2.550478  1.953571
C  0.925988  4.074050  1.961093
H  -3.835926  1.363402  0.200460
H  -2.517931  0.202335  0.155665
H  -2.765401  1.326269  -1.188537
H  -2.079866  2.284492  1.657786
H  -2.067033  3.248466  0.183492
H  0.482063  4.031024  -0.688520
H  -0.130034  2.934959  -1.914333
H  2.712727  2.898574  -0.711738
H  2.295215  3.368021  -2.356338
H  2.122978  1.689080  -1.844240
H  1.819645  2.096733  2.046176
H  0.221265  2.197013  2.779559
H  1.659498  4.437887  1.244268
H  1.240625  4.407749  2.949798
H  -0.035430  4.543632  1.750440

Cartesian forces (eV/Å) of the 2 atoms listed first:
Ru 1.5 -1.6 0.4
Cl 0.2 0.3 0.4

natural (NBO) population analysis, charges in e, atoms 1 to 4: 0.471 0.198 -0.053 -0.213